The following is a DFT calculation (wB97M-V/def2-TZVPD) of a cluster of 13 separate species, C22H70O21 in total at a distorted geometry.

```
113
Properties=species:S:1:pos:R:3:forces:R:3:lowdin_charge:R:1
O 2.41330 1.12906 5.44604 -0.5 -0.3 0.3 -0.0413
H 3.07649 1.79478 5.26373 0.3 0.4 -0.1 -0.0020
H 2.28781 0.68008 4.61005 0.0 -0.3 -0.2 0.0150
O -1.16077 0.51609 4.92996 -0.4 -0.2 0.1 -0.0292
H -0.39078 0.88846 5.35972 0.4 0.1 0.1 0.0458
H -1.37501 1.14131 4.23755 0.1 0.2 -0.2 0.0335
O 2.66023 0.22121 1.46444 0.1 0.6 0.4 -0.0285
H 3.50716 0.35228 1.03811 0.4 0.1 -0.3 0.0693
H 2.03962 0.12789 0.74170 -0.6 0.0 -0.8 0.0230
C -0.76956 0.52360 0.31804 -1.8 -1.3 1.0 -0.2435
C -0.54304 0.18406 1.79323 -0.1 0.2 -0.3 -0.2100
O 0.11606 1.24517 2.43611 0.7 0.4 0.2 -0.0687
O 0.36169 0.20938 -0.40771 2.0 -0.1 0.0 -0.0978
H -1.09043 1.54266 0.10205 -0.1 0.2 0.5 0.1185
H -1.51864 -0.17745 -0.05008 -0.8 0.2 0.1 0.1044
H 0.10221 -0.69385 1.82539 0.0 -0.3 -0.1 0.1099
H -1.38934 -0.07465 2.42959 -0.5 0.1 -0.7 0.1075
H 1.03601 1.00504 2.30340 0.5 0.6 0.3 0.0359
H 0.04461 0.27104 -1.31174 0.3 0.0 -0.7 0.0332
C 2.47497 -2.75441 0.54427 -1.0 -0.7 1.5 -0.2346
C 2.12780 -2.85552 2.07621 0.3 0.6 -0.7 -0.2116
O 2.71757 -1.90859 2.97954 0.1 -1.7 -0.3 -0.0783
O 3.76951 -3.14904 0.15026 0.4 0.7 0.2 -0.0429
H 2.23414 -1.75978 0.16902 -0.2 -0.2 -0.1 0.0868
H 1.82028 -3.51778 0.12387 -0.6 0.3 -0.3 0.1060
H 2.28278 -3.90083 2.34345 0.5 0.1 0.5 0.1188
H 1.05062 -2.70699 2.15186 -0.4 -0.1 -0.3 0.0776
H 2.80973 -1.11633 2.44528 0.1 0.4 0.0 0.0001
H 3.92735 -2.55337 -0.58584 0.7 -0.2 -0.1 0.0518
C 2.61665 3.74117 3.40979 -0.6 -0.6 -3.1 -0.2143
C 3.12306 3.49399 1.90881 -0.6 0.6 0.6 -0.1934
O 3.93609 4.57879 1.37254 -0.8 -1.1 0.8 -0.0727
O 3.59223 3.40440 4.33777 0.5 -0.1 0.5 -0.0621
H 1.74359 3.08871 3.42317 0.1 -0.3 0.9 0.0976
H 2.22827 4.74713 3.56880 0.2 0.3 -0.3 0.1240
H 2.26895 3.26313 1.27218 -0.2 0.9 -0.2 0.0969
H 3.67142 2.55878 1.79572 0.4 -0.1 0.7 0.0979
H 4.62600 4.56291 2.03991 0.6 0.7 -0.4 0.0604
H 4.38946 3.83797 4.02468 0.3 -0.1 0.5 0.0932
C -2.63862 0.65895 -4.62071 -1.0 0.3 1.3 -0.2073
C -2.19892 0.15375 -3.17410 -0.3 0.3 -1.7 -0.1448
O -0.88762 0.60556 -2.76199 -0.6 -1.1 -1.0 -0.0998
O -2.30609 -0.14223 -5.72321 1.3 -0.8 0.2 -0.0595
H -2.31887 1.69486 -4.73367 0.2 0.2 -0.1 0.1175
H -3.72795 0.62778 -4.64296 -0.3 0.5 0.7 0.1166
H -2.31207 -0.92788 -3.24734 0.8 -0.2 0.4 0.1155
H -2.88944 0.49420 -2.40250 -0.3 0.2 -0.3 0.1102
H -0.85242 1.52515 -3.03531 0.2 0.6 0.2 0.0706
H -2.49090 0.30800 -6.55070 0.0 0.1 0.1 0.1033
C -5.03041 1.30303 0.64579 2.0 1.4 -0.6 -0.2006
C -4.49256 2.58069 -0.11348 -0.6 -1.0 -0.1 -0.2262
O -4.52660 3.80696 0.63891 -0.3 -1.3 -0.3 -0.0625
O -3.90113 0.81379 1.36635 0.2 0.4 1.0 -0.0957
H -5.23534 0.43730 0.01602 -1.1 0.7 -0.6 0.1146
H -5.82351 1.75668 1.24018 -0.4 -0.9 0.4 0.1191
H -5.14752 2.65513 -0.98158 0.1 0.6 -0.1 0.1123
H -3.46300 2.41071 -0.42845 0.0 -0.2 -0.2 0.0951
H -4.05968 3.57251 1.44428 0.2 0.3 0.3 0.0789
H -4.15400 0.04606 1.88428 -0.1 -0.1 0.1 0.0850
C -0.24246 -3.52703 -5.52949 -0.8 2.1 1.7 -0.1915
C 0.25384 -2.64915 -4.34775 0.4 0.1 -0.8 -0.2170
O 0.41672 -1.27051 -4.78488 0.2 -1.2 0.0 -0.0827
O -1.62227 -3.11585 -5.75593 1.3 -1.1 0.0 -0.0853
H -0.10926 -4.54883 -5.17413 -0.5 -0.2 -0.7 0.1177
H 0.36573 -3.23043 -6.38402 0.1 -0.6 -0.2 0.1166
H 1.18527 -3.11772 -4.02999 0.4 0.4 0.3 0.1060
H -0.43378 -2.61238 -3.50281 -0.2 -0.6 0.0 0.1107
H 0.13907 -0.71777 -4.05072 0.0 0.3 0.1 0.0329
H -1.49423 -2.17413 -5.62041 -0.8 0.7 -0.3 0.0182
C 3.65593 -0.19218 -2.32765 -0.3 -2.5 -2.7 -0.3025
C 4.18894 0.28519 -3.69327 -1.1 0.3 1.3 -0.1945
O 3.84376 1.66721 -3.74241 0.5 0.2 -0.3 -0.0695
O 4.30327 0.34652 -1.30421 2.6 3.5 3.1 -0.0486
H 4.12806 -1.16873 -2.22019 -1.8 -1.5 -0.9 0.1191
H 2.60024 0.00470 -2.14098 -0.4 -0.9 -0.8 0.1200
H 3.74011 -0.23519 -4.53935 0.1 -0.3 0.1 0.1234
H 5.26979 0.16482 -3.61997 0.2 -0.1 -0.4 0.1252
H 4.43489 2.05409 -4.39240 -0.1 0.4 -0.1 0.0909
H 4.73656 1.10848 -1.69574 0.3 0.8 0.8 0.0949
C -0.29125 -3.09218 5.13884 -1.0 0.4 0.4 -0.2028
C -1.35737 -2.49412 6.12051 -0.3 -1.0 0.5 -0.2521
O -2.45631 -1.92535 5.46433 -0.1 -0.1 -0.6 -0.0792
O -1.04421 -3.84419 4.18122 -0.3 0.2 0.0 -0.0841
H 0.44657 -3.74150 5.61014 -0.1 0.1 0.4 0.1137
H 0.24762 -2.24261 4.71938 0.1 0.0 -0.5 0.0974
H -1.00652 -1.78282 6.86822 1.0 0.2 -0.3 0.1111
H -1.81687 -3.24851 6.75914 0.2 -0.6 -0.2 0.1111
H -2.09647 -1.21510 4.92799 -0.1 0.5 0.0 0.0312
H -0.51287 -4.24945 3.49199 0.4 0.2 0.2 0.0637
C -1.55634 -3.52280 0.36618 -0.5 0.1 0.7 -0.0590
C -2.78405 -4.39518 -0.00983 -0.3 2.9 -0.7 -0.4053
C -4.15430 -3.57812 0.12943 1.0 -1.5 0.4 -0.0437
O -2.63507 -4.74752 -1.40026 0.2 -1.4 0.8 -0.0673
H -1.50109 -2.64680 -0.28009 0.0 0.1 0.0 0.0645
H -0.57037 -3.98704 0.38705 -0.2 -0.6 -0.7 0.0621
H -1.62683 -3.20434 1.40623 -0.4 0.4 0.1 0.0621
H -2.81698 -5.21265 0.71041 -0.1 -0.6 -0.8 0.1326
H -4.26471 -2.82217 -0.64804 0.2 0.2 0.2 0.0633
H -4.28619 -3.19915 1.14288 0.2 0.4 -0.1 0.0696
H -4.97726 -4.28309 0.01174 0.0 -0.1 -0.3 0.0694
H -2.98012 -4.07997 -1.99769 -0.2 0.2 0.4 0.0725
C 0.38109 5.35790 -1.25154 0.3 -0.7 -0.2 -0.0441
C 0.48467 4.26736 -2.28558 0.5 -1.7 1.6 -0.4411
C 1.33759 3.07737 -1.81992 -0.4 -1.0 0.7 -0.0545
O -0.87535 3.76657 -2.29045 0.3 -0.7 -1.5 -0.0817
H -0.18587 4.88556 -0.44932 0.3 0.0 0.3 0.0894
H -0.31463 6.08439 -1.67141 0.7 0.9 0.3 0.0846
H 1.37362 5.60843 -0.87707 -0.3 1.0 -0.1 0.0909
H 0.94339 4.45251 -3.25687 -0.9 1.0 -0.3 0.1362
H 0.85152 2.53044 -1.01202 -0.5 0.2 0.1 0.0600
H 2.32718 3.22159 -1.38633 0.2 0.8 -0.5 0.0851
H 1.44228 2.33395 -2.61016 0.1 0.1 -0.2 0.0645
H -1.44661 4.53602 -2.23378 -0.2 0.0 -0.1 0.0773
```
Forces are in eV/Å.

Properties
**Gap between HOMO and LUMO**: 9.454 eV
**HOMO**: -0.345 Eh
**E**: -66939.405 eV
**F_max**: 5.38 eV/Å
**Energy relative to the best compared isomer or geometry (same formula, charge and spin)**: 176.8 kJ/mol



The following is a DFT calculation (wB97M-V/def2-TZVPD) of a cluster of 14 separate species, C22H72N18O14 in total at a distorted geometry.

```
126
Properties=species:S:1:pos:R:3:forces:R:3:lowdin_charge:R:1
C -22.30609 -0.40543 -10.27248 0.7 2.8 0.3 -0.1589
O -21.77945 -1.26240 -11.26159 -0.7 -1.3 0.3 -0.1063
H -23.24006 -0.71370 -9.76231 0.2 -0.2 -1.0 0.0762
H -22.40058 0.64899 -10.70508 -0.4 -1.4 0.7 0.0889
H -21.60973 -0.25944 -9.43567 0.2 -0.3 -0.2 0.0805
H -21.43282 -0.79714 -12.01550 0.2 0.5 -0.1 0.0778
C -25.78725 -2.19486 -6.18693 -0.9 -3.8 -4.7 -0.5435
O -25.74229 -3.14131 -7.24936 -0.9 4.1 5.5 -0.1602
N -26.76987 -1.90635 -5.34791 -4.6 -1.8 1.0 0.1678
N -24.83393 -1.36603 -5.99701 3.6 1.0 -0.4 0.1773
H -27.73014 -2.27012 -5.49599 1.4 0.2 0.1 0.1193
H -26.73155 -1.30973 -4.51901 0.7 -0.2 -0.9 0.1267
H -24.19879 -1.41669 -6.77221 0.6 0.2 0.3 0.1051
H -24.98289 -0.47236 -5.49184 0.0 -0.7 -0.5 0.0844
C -27.93600 -2.34272 -13.34763 3.6 0.0 6.3 -0.6462
O -26.99575 -2.60053 -12.36425 -3.8 1.5 -4.6 -0.1125
N -28.13819 -3.09147 -14.34027 0.7 -7.8 -6.4 0.1412
N -28.79762 -1.39291 -13.40848 -1.8 5.2 3.2 0.1675
H -27.56998 -3.95563 -14.41647 -0.5 1.0 0.3 0.1396
H -28.91161 -3.11685 -15.06635 1.4 0.8 1.9 0.1581
H -28.77819 -0.61419 -12.68119 0.1 -0.9 -1.4 0.0700
H -29.59372 -1.34631 -14.02853 0.5 -0.3 0.0 0.1259
C -29.14470 -3.07925 -9.26864 0.6 9.1 -5.4 -0.6248
O -29.19333 -2.06423 -10.17111 0.5 -4.6 4.1 -0.0628
N -28.35950 -3.14813 -8.26554 1.2 0.1 3.6 0.1889
N -29.81485 -4.12662 -9.43855 -4.8 -4.7 -0.5 0.1613
H -27.74237 -2.41002 -8.04344 1.0 1.1 0.2 0.0606
H -28.56925 -3.82107 -7.53189 0.5 0.4 -0.2 0.1540
H -30.55575 -4.12310 -10.09425 -0.7 0.1 -0.6 0.1467
H -29.87119 -4.82794 -8.71857 -0.1 -0.1 0.0 0.1527
C -23.97043 3.04787 -11.23758 0.3 -2.3 7.2 -0.5688
O -24.05396 2.41342 -10.01704 1.0 2.7 -5.9 -0.1075
N -24.38524 2.50265 -12.34862 0.4 -1.5 -3.2 0.1382
N -23.53669 4.27746 -11.36490 0.8 1.4 0.8 0.2087
H -24.37238 1.48142 -12.32860 -0.3 0.0 -0.1 0.0823
H -24.19686 2.97688 -13.26619 -0.1 -0.9 1.4 0.1675
H -23.28269 4.83912 -10.57898 -0.1 -0.1 0.5 0.1269
H -23.77769 4.76873 -12.18254 -0.1 0.7 -0.9 0.1025
C -27.78624 3.38961 -6.16239 -0.5 0.1 -7.0 -0.5733
O -27.98896 3.50412 -7.49594 0.5 -0.1 6.9 -0.0621
N -27.70245 2.22800 -5.55018 -0.4 -3.2 1.2 0.1518
N -27.53686 4.39469 -5.37887 1.3 3.4 2.2 0.1646
H -27.96285 1.41318 -6.12171 -0.6 0.0 0.3 0.1017
H -27.70005 2.08953 -4.50780 -0.4 0.6 -1.7 0.1704
H -27.40704 5.29183 -5.86317 -0.1 -0.6 0.7 0.1395
H -27.04612 4.21915 -4.45608 -1.0 0.6 -1.9 0.1508
C -29.73071 1.12367 -11.40194 -4.0 8.8 -2.7 -0.6654
O -30.23870 2.38065 -11.59499 1.8 -6.0 1.1 -0.0985
N -30.44807 0.09252 -11.18960 -3.4 -2.9 1.5 0.1710
N -28.53709 0.84769 -11.83763 4.8 1.2 -0.9 0.1149
H -31.43599 0.26446 -11.05560 0.3 -0.2 0.3 0.1301
H -30.01115 -0.79832 -10.93983 -0.5 0.2 0.1 0.0521
H -28.05443 1.73819 -12.07797 -0.4 -0.9 0.1 0.0910
H -27.87351 0.31028 -11.26819 -0.7 -0.2 0.1 0.0682
C -26.83452 -5.66310 -10.47024 5.0 -3.0 -1.1 -0.5707
O -25.90287 -6.46415 -11.03266 -4.2 3.0 1.8 -0.0834
N -28.11785 -5.66470 -10.74584 -2.3 -1.3 -1.9 0.1667
N -26.50854 -4.84190 -9.47071 -0.7 0.2 0.0 0.1900
H -28.47880 -6.33098 -11.44127 0.6 0.7 0.6 0.1302
H -28.77009 -4.98329 -10.32225 1.1 -1.0 -0.9 0.0347
H -25.54050 -4.72870 -9.26685 0.2 0.1 0.5 0.0355
H -27.23925 -4.24437 -9.05540 1.5 -0.6 -0.3 0.0534
C -27.32264 3.49856 -10.63046 -7.8 3.8 1.1 -0.5440
O -28.56520 4.18695 -10.43743 7.4 -3.2 -0.8 -0.1415
N -26.70466 2.85016 -9.65901 -0.7 0.4 1.7 0.1331
N -26.93972 3.27976 -11.88095 1.8 0.3 -3.3 0.1165
H -27.22722 3.01153 -8.76844 0.8 -0.3 -0.2 0.0580
H -25.72527 2.55765 -9.68181 0.0 0.6 0.1 0.0508
H -27.43050 3.82428 -12.57743 -0.3 0.0 0.3 0.1215
H -25.98497 2.94244 -12.21761 -2.1 0.5 1.3 0.0655
C -26.37560 -0.61900 -9.51989 -2.9 2.5 4.8 -0.5571
O -26.87975 -0.34056 -8.28337 1.9 -0.9 -3.7 -0.1099
N -25.95685 -1.78923 -9.83253 1.4 -4.3 0.0 0.1962
N -26.35108 0.30451 -10.46473 -0.3 1.2 0.6 0.1600
H -25.79329 -2.51032 -9.09906 -0.4 1.1 -0.4 0.0772
H -26.09607 -2.16993 -10.77292 0.0 0.5 0.1 0.0637
H -26.65734 1.28160 -10.15592 0.4 -1.5 -0.6 0.0780
H -25.85974 0.07456 -11.32645 -0.1 0.3 0.5 0.0793
C -24.05151 -1.86891 -13.95763 -2.7 -0.3 -0.8 -0.0192
C -24.37222 -0.45034 -13.57124 2.3 -0.5 -9.2 -0.6666
C -25.58227 0.16203 -14.17960 -0.8 0.5 -3.2 -0.0141
O -24.54835 -0.29352 -12.36910 0.2 0.3 11.7 -0.0607
H -24.06893 -1.78884 -15.01761 0.2 -0.6 -1.2 0.0754
H -24.88472 -2.54304 -13.63805 0.9 0.3 -0.1 0.0939
H -23.08404 -2.18135 -13.67184 0.9 -0.4 0.7 0.0666
H -23.43312 0.04578 -13.91053 -0.1 0.7 -0.4 0.1483
H -25.62719 1.24944 -14.41250 0.6 -0.5 0.5 0.0894
H -26.47936 -0.06780 -13.64684 -0.4 -0.3 0.6 0.0578
H -25.70203 -0.30031 -15.15737 -0.3 0.1 -0.3 0.0886
H -23.92137 -0.87930 -11.90733 -0.2 0.3 0.7 0.1016
C -24.05694 -3.75111 -11.18319 2.0 0.5 -2.4 -0.0519
C -23.20912 -4.74337 -10.44130 0.9 6.1 2.0 -0.6419
C -23.47595 -4.72754 -8.95872 2.1 0.5 2.2 -0.0515
O -23.31099 -5.90052 -10.88962 -0.7 -8.5 -3.5 0.0167
H -25.08231 -3.91797 -11.36526 -1.1 -0.7 0.1 0.0432
H -23.57816 -3.64936 -12.18761 -0.5 -0.3 0.6 0.0874
H -23.93229 -2.80271 -10.76162 0.1 1.6 0.8 0.0285
H -22.16377 -4.52411 -10.69478 0.2 1.2 0.8 0.1469
H -23.75307 -3.75719 -8.54885 -0.6 0.0 0.0 0.0523
H -22.47141 -4.83841 -8.49975 -0.4 -0.3 0.1 0.0902
H -24.05298 -5.57178 -8.53030 0.0 0.6 -0.6 0.1035
H -24.25285 -6.09990 -10.92932 -0.9 -1.1 -0.3 0.0387
C -31.33710 -0.29581 -6.79142 0.9 -0.3 1.5 -0.0301
C -29.94447 -0.02840 -7.42536 -6.4 0.9 -5.4 -0.5655
C -30.01769 1.26979 -8.23950 1.3 0.4 0.6 -0.0260
O -28.91853 -0.03396 -6.66498 4.1 -0.3 5.4 -0.0397
H -31.23899 -1.04734 -6.01822 0.3 -0.8 0.1 0.0574
H -32.09409 -0.66765 -7.45752 -0.1 0.1 -0.7 0.0674
H -31.77990 0.48751 -6.18590 0.1 0.9 -0.3 0.0710
H -29.84028 -0.80295 -8.18745 -0.1 -0.3 -0.2 0.1080
H -30.81820 1.32550 -8.91042 -1.3 -0.1 -0.9 0.0494
H -29.10190 1.38669 -8.84262 -0.2 0.0 0.3 0.0745
H -30.09525 2.15807 -7.60547 0.1 -0.2 0.1 0.0858
H -28.20476 -0.43033 -7.15512 1.3 -0.1 -0.6 0.0278
C -23.28291 1.78258 -4.74816 -0.2 0.8 -1.1 -0.0113
C -24.52758 1.78465 -5.57835 5.4 3.4 -4.0 -0.6149
C -24.39074 1.32002 -7.06563 0.2 0.9 0.4 -0.0052
O -25.44914 1.15521 -4.99880 -6.8 -5.8 4.1 -0.0767
H -23.51454 2.33589 -3.87952 0.1 0.8 1.1 0.0703
H -22.45194 2.19928 -5.29195 0.4 0.1 0.0 0.0878
H -23.09772 0.80494 -4.43684 0.7 -1.8 0.4 0.0643
H -25.00536 2.74081 -5.47442 1.3 2.4 -1.6 0.1261
H -23.76374 2.02271 -7.59210 0.1 0.2 -0.4 0.0644
H -25.40740 1.35581 -7.45923 0.1 -0.1 -0.4 0.0619
H -24.00624 0.30898 -7.28475 0.0 0.8 0.5 0.0664
H -26.23895 1.57395 -5.44158 -0.1 -1.3 0.8 0.0479
```
Forces are in eV/Å.

Properties
**Gap between HOMO and LUMO**: 7.194 eV
**HOMO**: -0.265 Eh
**E**: -79463.272 eV
**F_max**: 11.68 eV/Å
**Energy relative to the best compared isomer or geometry (same formula, charge and spin)**: 0.0 kJ/mol